Entry 1:
{"formula": "C3H3NO", "method": "ωB97M-V/def2-TZVPD", "lumo_ev": -0.17, "total_energy_ha": -245.90681, "homo_ev": -9.44, "smiles": "Cc1nc1=O", "symbols": ["O", "N", "C", "C", "C", "H", "H", "H"], "xyz": [[-2.7453, -0.9008, -0.0095], [-0.9847, 1.3994, 0.0009], [-1.5379, 0.1478, 0.0554], [-0.1738, 0.3506, -0.0540], [1.1834, -0.1871, -0.0183], [1.1798, -0.9741, 0.7662], [1.3554, -0.5972, -0.8920], [1.7231, 0.7614, 0.1512]], "forces_ev_per_a": [[6.52, 6.26, 0.55], [0.26, -0.24, -0.01], [-5.41, -6.02, -1.06], [-2.49, -1.02, 0.68], [-1.51, 3.41, 4.46], [0.38, 0.76, -0.33], [1.26, -2.07, -4.48], [0.99, -1.08, 0.18]], "lowdin_charge": [-0.243, 0.266, -0.140, -0.188, 0.026, 0.129, 0.038, 0.112]}

---

Entry 2:
{"formula": "C19H34N2O4", "method": "ωB97M-V/def2-TZVPD", "lumo_ev": 0.78, "total_energy_ha": -1154.90272, "homo_ev": -9.11, "smiles": "O=C(CCCCCCCC(=O)NC[C@@H]1CCCO1)NC[C@H]1CCCO1", "symbols": ["O", "O", "O", "O", "N", "N", "C", "C", "C", "C", "C", "C", "C", "C", "C", "C", "C", "C", "C", "C", "C", "C", "C", "C", "C", "H", "H", "H", "H", "H", "H", "H", "H", "H", "H", "H", "H", "H", "H", "H", "H", "H", "H", "H", "H", "H", "H", "H", "H", "H", "H", "H", "H", "H", "H", "H", "H", "H", "H"], "xyz": [[-0.7509, -1.2261, 3.6361], [2.0582, -1.9415, -1.2659], [-1.1330, 0.8915, -3.6906], [1.8683, 1.3248, 0.7344], [0.7167, 1.0180, 2.6432], [-0.2236, -0.3617, -2.0527], [1.0251, 1.7079, 1.5250], [2.0699, -1.1217, -2.4301], [1.1384, 0.0818, -2.2375], [-1.3860, -2.4022, 1.6740], [-1.2535, 0.0575, -2.8157], [-3.4006, 2.0820, 0.3063], [-0.0711, -1.6705, 1.4218], [-2.5903, -0.5622, -2.4306], [-3.2979, 1.4633, -1.0887], [1.3536, -0.2241, 3.0043], [0.4197, -1.4298, 2.8498], [-0.9625, 2.8254, 0.4319], [-3.0426, -0.0433, -1.0624], [0.2615, 3.0056, 1.3401], [-2.0995, 2.0681, 1.1148], [3.5301, -0.6762, -2.6536], [3.2037, -1.6088, -0.5027], [-1.8916, -1.7092, 2.9421], [4.3032, -1.3850, -1.5385], [1.1553, 0.7285, -3.1168], [-0.0525, 1.3077, 3.2257], [-1.7928, 1.0394, 1.3086], [3.0242, -0.6888, 0.0681], [-1.3244, 3.8137, 0.1394], [-4.1702, 1.5524, 0.8749], [1.4662, 0.6455, -1.3564], [0.9453, 3.7113, 0.8656], [-0.0444, 3.4081, 2.3075], [-2.4447, -2.3842, 3.6017], [-1.1938, -3.4574, 1.8714], [0.6395, -2.2379, 0.8264], [1.6837, -0.1644, 4.0453], [-0.3407, -1.1255, -1.4054], [-2.3047, 2.5338, 2.0837], [-2.5402, -0.8572, 2.6965], [-0.2461, -0.7087, 0.9366], [-0.6487, 2.3038, -0.4732], [1.6918, -1.7437, -3.2499], [-4.2303, 1.6542, -1.6244], [3.3992, -2.4376, 0.1794], [3.6035, 0.4046, -2.5391], [5.1251, -0.7900, -1.1493], [0.9486, -2.3214, 3.2241], [4.6874, -2.3446, -1.8863], [-2.5025, 1.9542, -1.6488], [-2.4937, -1.6499, -2.4066], [-3.7275, 3.1189, 0.1990], [-3.9527, -0.5653, -0.7550], [2.2187, -0.3530, 2.3511], [3.8877, -0.9477, -3.6441], [-3.3216, -0.2906, -3.1924], [-2.2670, -0.2679, -0.3301], [-2.0966, -2.3231, 0.8544]], "forces_ev_per_a": [[0.22, 0.18, 0.07], [-0.20, -0.20, -0.03], [-0.03, 0.30, -0.31], [0.25, -0.09, -0.33], [-0.16, -0.23, 0.37], [0.39, -0.22, 0.29], [-0.25, 0.47, 0.31], [-0.20, 0.44, -0.44], [0.31, -0.23, -0.06], [0.05, 0.10, 0.19], [-0.44, -0.33, 0.14], [0.10, -0.09, -0.05], [-0.03, -0.07, 0.33], [0.00, 0.07, 0.02], [-0.02, -0.11, 0.29], [-0.15, -0.43, 0.06], [0.42, 0.09, -0.26], [-0.02, -0.11, 0.29], [-0.06, 0.17, -0.18], [0.01, -0.02, -0.32], [-0.14, 0.14, -0.27], [-0.11, -0.12, 0.09], [0.35, 0.11, 0.18], [-0.43, -0.08, -0.13], [-0.20, -0.11, 0.10], [0.05, -0.04, 0.07], [0.05, 0.13, -0.12], [0.03, -0.08, 0.10], [0.02, -0.08, 0.03], [0.01, 0.01, -0.08], [-0.09, 0.06, 0.02], [0.04, 0.01, -0.17], [0.05, -0.06, 0.12], [0.00, 0.04, 0.01], [0.01, 0.06, -0.07], [-0.03, -0.04, -0.04], [0.04, 0.02, -0.06], [0.05, -0.02, -0.09], [-0.17, 0.04, -0.01], [0.05, -0.06, 0.08], [0.03, -0.09, 0.01], [0.01, 0.07, -0.07], [0.01, 0.04, -0.11], [0.04, 0.10, 0.08], [0.04, 0.02, -0.10], [0.01, 0.05, 0.01], [0.03, 0.07, -0.05], [0.08, 0.01, 0.02], [-0.03, 0.11, -0.07], [0.04, 0.00, 0.03], [-0.01, 0.08, -0.10], [-0.02, -0.04, -0.05], [-0.07, 0.03, 0.07], [0.03, -0.03, 0.07], [-0.03, -0.01, 0.14], [0.00, 0.06, -0.03], [0.08, -0.04, -0.04], [0.01, -0.08, 0.12], [-0.05, -0.04, -0.05]], "lowdin_charge": [-0.100, -0.122, 0.055, 0.038, 0.084, 0.085, -0.492, -0.304, -0.116, -0.143, -0.517, -0.201, -0.127, -0.103, -0.198, -0.106, -0.310, -0.180, -0.199, -0.101, -0.212, -0.117, -0.206, -0.186, -0.144, 0.133, 0.143, 0.079, 0.098, 0.121, 0.110, 0.104, 0.123, 0.115, 0.119, 0.116, 0.111, 0.129, 0.125, 0.116, 0.111, 0.096, 0.109, 0.152, 0.119, 0.124, 0.116, 0.111, 0.153, 0.112, 0.102, 0.115, 0.110, 0.118, 0.119, 0.112, 0.121, 0.075, 0.100]}